22
Properties=species:S:1:pos:R:3 method="wB97M-V/def2-TZVPD" homo_lumo_gap_ev="5.8046 / 5.8036" spin_multiplicity=1 largest_force_ev_per_a=6.69 e_tot_ev=-13490.984 lumo_energy_ev="-6.160 / -6.161" charge=+1
C -2.225 1.174 -0.498
C -0.905 1.438 -0.690
C -2.684 0.097 0.227
C -0.303 -0.638 0.490
C 0.045 0.568 -0.134
C -1.696 -0.775 0.715
C 0.818 -1.482 1.140
C 3.313 1.319 -1.604
N 1.438 0.652 -0.545
N -2.145 -1.888 1.368
O 1.972 1.562 -1.164
H -2.983 1.817 -0.767
H -0.623 2.384 -1.093
H -3.699 -0.080 0.524
H 1.784 -0.957 0.867
H 0.774 -1.445 2.285
H 0.785 -2.515 0.851
H 3.247 0.884 -2.468
H 3.801 2.213 -1.610
H 3.763 0.482 -0.905
H -3.096 -2.159 1.575
H -1.379 -2.651 1.436

24
Properties=species:S:1:pos:R:3 method="wB97M-V/def2-TZVPD" smiles="CO[C@@](O)(C(N)=S)c1cccc[nH+]1" homo_lumo_gap_ev=7.1391 spin_multiplicity=1 largest_force_ev_per_a=4.38 e_tot_ev=-26375.744 lumo_energy_ev=-4.682 charge=+1
C -2.560 1.022 1.389
C -2.953 1.611 0.220
C -1.354 0.476 1.478
C -2.065 1.594 -0.826
C -0.547 0.239 0.381
C 0.904 -0.326 0.298
C 0.319 -2.178 -1.105
C 2.655 0.360 0.309
N -0.966 0.901 -0.784
N 3.224 -0.083 -0.782
O 1.028 -1.415 1.211
O 0.941 -0.894 -0.984
S 3.200 1.145 1.540
H -3.191 1.061 2.338
H -3.879 2.213 0.299
H -1.133 0.126 2.460
H -2.292 2.150 -1.675
H -0.672 -2.232 -0.654
H 1.034 -2.948 -0.646
H 0.330 -2.394 -2.197
H 1.503 -1.252 1.987
H 4.180 0.192 -0.875
H 2.793 -0.225 -1.698
H -0.500 0.860 -1.683

24
Properties=species:S:1:pos:R:3 method="wB97M-V/def2-TZVPD" homo_lumo_gap_ev=8.4668 spin_multiplicity=1 largest_force_ev_per_a=3.94 e_tot_ev=-17587.317 lumo_energy_ev=-5.052 charge=+1
C 1.993 0.955 -0.535
C -2.820 -0.472 -1.275
C 3.103 0.965 0.165
C 3.543 -0.052 1.213
C -3.305 -0.899 -3.608
C 4.488 0.538 2.281
C -2.592 -0.653 1.195
C -3.577 -0.634 0.011
N -3.518 -0.653 -2.456
N 0.881 1.194 -1.111
O 3.243 -1.187 1.072
O -3.387 -1.192 -4.738
O -1.634 -0.264 -1.377
H 4.020 1.689 -0.052
H 5.436 0.731 1.797
H 4.008 1.323 2.843
H 4.792 -0.356 2.973
H -1.464 -0.628 0.932
H -2.776 -1.508 1.677
H -2.774 0.143 1.872
H -4.307 0.189 -0.105
H -4.164 -1.658 -0.115
H 0.224 1.820 -0.787
H 0.587 0.609 -1.869

23
Properties=species:S:1:pos:R:3 method="wB97M-V/def2-TZVPD" smiles="CSC1=C2C=CS[C@H]2N(C)C=[NH+]1" homo_lumo_gap_ev="6.7951 / 6.6042" spin_multiplicity=1 largest_force_ev_per_a=6.49 e_tot_ev=-33115.004 lumo_energy_ev="-4.191 / -4.195" charge=+1
C -0.331 1.657 -1.147
C 0.198 2.783 -0.596
C -0.086 -1.381 1.572
C -0.137 0.498 -0.406
C -0.515 -1.076 -0.766
C 0.737 0.719 0.732
C 0.837 0.117 3.215
C -1.167 -0.621 -3.379
N 0.384 -0.223 1.837
N -0.531 -1.834 0.415
S 0.640 2.512 1.053
S -1.521 -1.686 -2.013
H -0.950 1.605 -2.012
H -0.233 3.739 -0.995
H -0.292 -2.063 2.505
H 1.850 0.407 0.597
H 0.454 1.075 3.633
H 0.431 -0.541 3.841
H 1.935 -0.003 3.158
H -1.551 0.379 -3.074
H -1.680 -1.099 -4.316
H -0.139 -0.585 -3.742
H -1.039 -2.714 0.300

22
Properties=species:S:1:pos:R:3 method="wB97M-V/def2-TZVPD" smiles="C1=CN(n2cccc2)NCC1" homo_lumo_gap_ev=9.1541 spin_multiplicity=1 largest_force_ev_per_a=3.92 e_tot_ev=-12941.595 lumo_energy_ev=0.954
C 3.378 0.619 0.651
C 3.659 -0.472 -0.199
C 2.048 0.901 0.525
C 2.495 -0.807 -0.827
C -1.829 1.181 -0.494
C -0.525 1.130 -0.755
C -2.593 -0.020 -0.042
C -1.614 -0.961 0.674
N 1.517 0.038 -0.391
N -0.507 -1.364 -0.145
N 0.233 -0.024 -0.836
H 4.080 1.140 1.274
H 4.614 -0.941 -0.327
H 1.453 1.658 1.000
H 2.276 -1.583 -1.532
H -2.352 2.118 -0.564
H 0.033 2.019 -1.018
H -3.398 0.277 0.631
H -3.046 -0.548 -0.888
H -1.209 -0.467 1.563
H -2.124 -1.878 0.985
H -0.839 -1.830 -0.986

24
Properties=species:S:1:pos:R:3 method="wB97M-V/def2-TZVPD" homo_lumo_gap_ev=9.5503 spin_multiplicity=1 largest_force_ev_per_a=4.30 e_tot_ev=-17034.547 lumo_energy_ev=0.510
C 0.789 1.561 -1.496
C -0.620 1.346 -1.795
C -0.751 -0.157 -1.434
C -0.120 -2.305 -0.362
C 1.209 1.609 -0.053
C 0.934 -0.245 0.615
C 0.252 -0.869 -0.535
C -0.566 -0.521 2.670
N 0.321 2.211 0.813
N -0.286 1.474 1.560
N -0.040 0.216 1.570
O 1.619 1.625 -2.349
O 0.974 -1.937 -1.210
H -1.273 1.860 -1.101
H -0.845 1.582 -2.921
H -1.699 -0.185 -1.005
H -0.858 -0.742 -2.318
H 0.059 -2.877 0.556
H -1.048 -2.698 -0.873
H 2.290 1.918 0.033
H 1.745 -0.843 0.948
H -1.668 -0.613 2.487
H -0.057 -1.437 2.655
H -0.362 0.030 3.545

Repeat the fourth record exactly.
23
Properties=species:S:1:pos:R:3 method="wB97M-V/def2-TZVPD" smiles="CSC1=C2C=CS[C@H]2N(C)C=[NH+]1" homo_lumo_gap_ev="6.7951 / 6.6042" spin_multiplicity=1 largest_force_ev_per_a=6.49 e_tot_ev=-33115.004 lumo_energy_ev="-4.191 / -4.195" charge=+1
C -0.331 1.657 -1.147
C 0.198 2.783 -0.596
C -0.086 -1.381 1.572
C -0.137 0.498 -0.406
C -0.515 -1.076 -0.766
C 0.737 0.719 0.732
C 0.837 0.117 3.215
C -1.167 -0.621 -3.379
N 0.384 -0.223 1.837
N -0.531 -1.834 0.415
S 0.640 2.512 1.053
S -1.521 -1.686 -2.013
H -0.950 1.605 -2.012
H -0.233 3.739 -0.995
H -0.292 -2.063 2.505
H 1.850 0.407 0.597
H 0.454 1.075 3.633
H 0.431 -0.541 3.841
H 1.935 -0.003 3.158
H -1.551 0.379 -3.074
H -1.680 -1.099 -4.316
H -0.139 -0.585 -3.742
H -1.039 -2.714 0.300